Entry 1:
The following is a DFT calculation (ωB97M-V/def2-TZVPD) of a structure of composition C30H37F3MgN7OSSb.

Structure (XYZ):
```
81
Properties=species:S:1:pos:R:3:forces:R:3:lowdin_charge:R:1
Mg -0.826949 -0.714495 -0.306085 -0.4 -0.3 0.2 0.58
F 7.503125 -3.245973 0.080110 0.0 0.0 0.0 0.10
C 6.327999 -2.621740 -0.006526 0.1 -0.1 0.0 -0.27
C 5.985923 -2.009864 -1.195657 -0.1 0.0 0.0 0.02
C 4.764319 -1.356980 -1.279992 0.0 0.0 0.0 -0.10
C 3.910663 -1.320620 -0.179886 0.2 -0.2 0.2 -0.39
C 4.279139 -1.967311 1.002117 0.0 0.0 0.0 -0.12
C 5.496664 -2.618722 1.099534 0.0 0.0 0.0 0.01
Sb 2.092507 -0.282364 -0.278718 -0.3 0.5 -0.2 1.55
C 2.282027 1.168428 1.263256 0.1 0.0 0.2 -0.38
C 2.305501 0.704944 2.580222 0.1 0.0 0.1 -0.13
C 2.430787 1.579263 3.650849 0.0 0.0 0.0 0.00
C 2.499587 2.934146 3.384369 0.0 0.0 0.1 -0.29
F 2.592001 3.788926 4.410937 0.0 0.0 -0.1 0.09
C 2.462075 3.435651 2.097094 0.0 -0.1 0.0 0.00
C 2.357898 2.541275 1.038012 -0.1 0.0 -0.1 -0.12
C 2.418613 0.850495 -2.021103 0.0 0.1 -0.1 -0.40
C 1.635981 0.588534 -3.144635 -0.1 0.0 0.0 -0.13
C 1.844740 1.258959 -4.340557 0.0 0.0 0.1 0.02
C 2.851096 2.204269 -4.388372 0.0 0.1 -0.1 -0.27
F 3.055425 2.864466 -5.529350 0.0 0.0 0.1 0.10
C 3.662502 2.483760 -3.301927 -0.1 0.0 0.0 0.02
C 3.442868 1.795944 -2.120590 0.1 -0.1 0.0 -0.12
H 6.668445 -2.048568 -2.032689 0.0 0.0 0.0 0.13
H 4.495341 -0.879672 -2.214032 0.0 0.0 0.0 0.10
H 3.628181 -1.971871 1.868318 0.0 0.0 0.0 0.09
H 5.807660 -3.119655 2.005076 0.0 0.0 0.0 0.13
H 2.243515 -0.356223 2.801243 0.0 0.0 0.0 0.09
H 2.480777 1.228519 4.672844 0.0 0.0 0.0 0.13
H 2.544733 4.501484 1.935331 0.0 0.0 0.0 0.13
H 2.338186 2.941966 0.031096 0.0 -0.1 0.0 0.09
H 0.845811 -0.156402 -3.112495 0.0 0.1 0.0 0.09
H 1.253263 1.060701 -5.222331 0.0 0.0 0.0 0.13
H 4.455143 3.211285 -3.399354 0.0 0.0 0.0 0.13
H 4.113529 1.979470 -1.288137 -0.1 0.0 0.0 0.11
C -3.548171 -0.849742 1.176033 0.1 0.1 0.0 -0.17
N -4.973993 -1.039142 1.256689 0.0 0.1 0.0 -0.08
C -5.318290 -2.364877 0.737038 0.0 -0.1 0.0 -0.14
N -4.892674 -2.515329 -0.656124 0.0 0.0 0.0 -0.07
C -3.467506 -2.324841 -0.724056 0.1 0.0 -0.2 -0.18
N -3.023552 -0.974081 -0.230484 0.0 -0.1 0.0 -0.14
C -3.777966 0.035299 -1.058985 0.1 0.1 0.0 -0.17
N -5.204932 -0.145756 -0.982249 0.0 0.0 0.0 -0.07
C -5.628054 -0.031852 0.414391 0.0 0.1 0.0 -0.14
C -5.548449 -1.484770 -1.464997 -0.1 0.0 0.0 -0.14
H -3.038897 -1.595325 1.794672 0.0 0.0 0.0 0.13
H -3.290435 0.149498 1.538008 0.0 -0.1 0.0 0.12
H -6.397012 -2.501887 0.800439 0.0 0.0 0.0 0.14
H -4.836044 -3.130555 1.348461 0.0 0.0 0.0 0.13
H -3.130463 -2.432153 -1.759779 0.0 0.0 0.0 0.14
H -2.977809 -3.069569 -0.108670 0.0 -0.1 0.0 0.07
H -3.439963 -0.051041 -2.093198 0.0 0.0 0.0 0.14
H -3.522361 1.029720 -0.689034 -0.1 0.0 0.0 0.12
H -6.707501 -0.163384 0.473426 0.0 0.0 0.0 0.14
H -5.379390 0.964180 0.786485 0.0 0.0 0.0 0.13
H -5.237678 -1.587987 -2.505370 0.0 0.0 0.0 0.14
H -6.627786 -1.618519 -1.409620 0.0 0.0 0.0 0.14
C -1.189870 4.746151 1.785648 0.0 0.0 -0.1 0.02
N -1.116824 3.447162 1.134728 -0.1 0.0 0.0 -0.06
C -1.222234 3.240405 -0.303231 0.1 0.1 0.1 0.02
C -1.082576 1.750803 -0.363006 0.2 -0.6 -0.2 -0.49
O -1.057488 1.012114 -1.367420 0.1 0.3 -0.1 -0.05
N -0.952129 1.214862 0.864810 -0.1 0.2 0.0 0.12
C -0.978722 2.267108 1.732747 0.1 -0.1 0.1 -0.38
N -0.892740 2.095616 3.040731 -0.1 0.0 -0.1 0.26
H -0.747050 5.491422 1.128333 0.0 0.0 0.0 0.11
H -0.604198 4.736907 2.703279 0.0 0.0 0.0 0.09
H -2.220416 5.023722 2.005758 0.0 0.0 0.0 0.11
H -0.407655 3.725478 -0.845944 0.0 0.0 0.0 0.16
H -2.174243 3.580273 -0.716133 0.0 0.0 0.0 0.16
H -0.696032 1.176011 3.398018 0.0 0.0 0.0 0.13
H -0.896433 2.866963 3.686833 0.0 0.0 0.0 0.13
C -1.210933 -4.775400 0.086068 -0.1 -0.1 0.1 -0.35
S -0.204182 -3.282009 0.241180 0.2 0.0 -0.1 0.73
C 1.181587 -3.862076 -0.762714 0.1 -0.1 -0.1 -0.36
H -0.601826 -5.617146 0.409410 0.0 0.0 0.0 0.06
H -1.538278 -4.925107 -0.940347 0.0 0.0 0.0 0.06
H -2.067596 -4.711224 0.749580 0.0 0.0 0.0 0.04
H 0.827110 -4.188332 -1.738629 0.0 0.0 0.0 0.06
H 1.658820 -4.690829 -0.243440 0.0 0.0 0.0 0.06
H 1.913735 -3.072752 -0.887294 0.0 0.0 0.0 -0.02
```
Positions in Å, forces in eV/Å.

* Kohn-Sham gap: 8.757 eV
* total charge: +2



Entry 2:
The following is a DFT calculation (ωB97M-V/def2-TZVPD) of a structure of composition C6H16BF3NaO4 at a distorted geometry.

Structure (XYZ):
```
31
Properties=species:S:1:pos:R:3:forces:R:3:lowdin_charge:R:1
Na -0.608267 -1.441869 -1.516443 -0.5 -0.1 0.4 0.90
B -5.071299 -2.515551 -3.073430 0.0 -0.1 0.0 -0.46
H -4.717186 -1.852007 -2.299754 1.5 2.8 3.4 -0.13
H -4.293692 -2.649683 -3.809348 3.2 -0.4 -3.3 -0.13
H -5.317693 -3.488914 -2.678354 -0.8 -3.9 1.9 -0.12
H -5.995391 -2.148380 -3.492332 -3.5 1.8 -1.9 -0.12
C 1.034138 -2.118771 3.837819 -3.7 3.4 -2.4 -0.51
O 2.233052 -1.732278 3.084074 1.6 1.5 0.0 -0.11
O -0.093591 -1.955111 3.045886 1.7 -1.1 0.9 -0.27
C 1.219372 -3.442707 4.471900 4.4 1.4 -1.4 -0.63
F 1.803536 -4.256757 3.549459 0.1 -0.9 1.0 0.11
F 2.050357 -3.271956 5.604664 0.5 -0.6 -1.1 0.04
F 0.200076 -3.956083 4.969372 -3.7 -2.1 0.9 0.24
C 2.685386 -0.312246 3.058888 -0.7 -0.6 2.0 -0.24
C 4.104451 -0.029607 2.494358 -1.2 -1.5 -0.6 -0.09
H 4.705734 -0.938113 2.528588 0.1 0.0 0.6 0.06
H 4.036635 0.132973 1.418678 0.0 0.5 -0.1 0.05
H 4.590302 0.797646 3.011754 -0.1 -0.1 -0.1 0.06
H 2.645815 0.069497 4.079087 0.6 -0.6 0.8 0.09
H 1.971742 0.443478 2.730730 -0.6 -0.6 -1.4 0.10
H 0.815215 -1.535115 4.731970 0.9 1.1 0.5 0.13
C -0.645510 3.795091 -4.251136 1.0 -0.7 0.3 -0.20
C -0.846138 4.036828 -2.688375 -1.4 -1.2 -1.1 -0.15
O -1.715607 2.967648 -2.049451 2.1 1.6 -0.8 -0.10
O 0.136664 2.586080 -4.500643 -0.6 0.0 1.4 -0.10
H -0.120732 4.596876 -4.770611 0.1 0.5 0.6 0.10
H -1.600319 3.742734 -4.774312 -0.3 -0.3 0.3 0.10
H -1.354010 4.991522 -2.551530 -0.2 0.1 -0.3 0.10
H 0.092730 4.175070 -2.152160 0.0 -0.9 0.0 0.11
H -2.465039 2.843690 -2.636460 -0.1 0.0 -0.1 0.07
H 0.519268 2.466015 -5.372886 -0.4 0.7 -0.2 0.07
```
Positions in Å, forces in eV/Å.

* Kohn-Sham gap: 4.103 eV
* total charge: -1



Entry 3:
The following is a DFT calculation (ωB97M-V/def2-TZVPD) of a cluster of 2 separate species, C11H15N in total at a distorted geometry.

Structure (XYZ):
```
27
Properties=species:S:1:pos:R:3:forces:R:3:lowdin_charge:R:1
C -0.740993 -3.802597 -1.819421 0.6 -0.5 -1.1 -0.06
C -0.273912 -2.790719 -0.843128 -0.1 0.1 -0.2 -0.24
C 0.634484 -2.995736 0.132490 0.2 0.4 1.2 -0.06
N 0.636721 -1.929683 1.028029 -0.6 -0.6 -1.6 0.07
C -0.267866 -0.986061 0.565907 0.5 -0.4 2.7 -0.21
C -0.713987 0.117188 1.333359 0.6 -0.3 -3.0 -0.01
C -1.505561 0.958101 0.563572 0.6 0.5 1.6 -0.13
C -1.955030 0.642235 -0.725615 -1.0 -0.6 0.8 -0.10
C -1.722938 -0.610130 -1.281801 -0.5 0.8 0.3 -0.02
C -0.847874 -1.474446 -0.609151 0.3 0.0 -0.5 -0.13
H -0.704318 -3.466840 -2.864708 -0.8 0.5 0.2 0.08
H -1.715784 -4.183167 -1.515402 -0.1 0.0 -0.4 0.08
H -0.070894 -4.658628 -1.961037 0.1 0.0 0.9 0.07
H 1.266155 -3.831270 0.390441 -0.1 -0.2 -0.4 0.12
H 1.289814 -1.870492 1.768725 0.2 0.4 0.6 0.13
H -0.268645 0.373220 2.279822 -0.2 0.0 0.2 0.11
H -1.712336 1.890420 1.082503 -0.6 0.1 -0.6 0.10
H -2.779869 1.246063 -1.086023 0.4 0.2 -0.5 0.10
H -2.336010 -0.816900 -2.148812 0.4 -0.6 -0.2 0.11
C 2.498535 3.580065 0.800828 -0.4 0.0 0.4 -0.16
C 0.987239 3.500411 0.613512 -0.5 -0.1 -0.3 -0.18
H 2.791175 2.674271 1.336435 0.3 0.1 0.0 0.06
H 3.056652 3.629224 -0.129998 -0.1 -0.1 -0.2 0.06
H 2.792400 4.446835 1.394983 0.0 -0.1 0.1 0.06
H 0.725049 2.653685 -0.018727 0.0 -0.1 -0.1 0.05
H 0.496829 4.370105 0.170278 0.4 0.2 -0.1 0.06
H 0.440966 3.334847 1.542940 0.3 0.0 0.2 0.05
```
Positions in Å, forces in eV/Å.

* SMILES: Cc1c[nH]c2ccccc12.CC
* Kohn-Sham gap: 8.771 eV



In eV, the energy above the lowest of the compared OMol25 structures with the same formula, charge and spin values for the records above are, in order, 0.056 0.000 0.827.
In Eh, the highest occupied orbital energy values for the records above are, in order, -0.5054 -0.1438 -0.2891.
In eV, the E_tot values for the records above are, in order, -75147.721 -27911.207 -13139.964.